[1]
117
Properties=species:S:1:pos:R:3:forces:R:3:lowdin_charge:R:1 method="wB97M-V/def2-TZVPD" lumo_ha="0.05657 / 0.05866" total_energy_ha=-5585.08909 spin_multiplicity=5 charge=-1 orbital_gap_ev="6.089 / 6.245" de_lowest_ev=0.9143
Mn -0.3859 0.0430 0.0339 -0.2717 -0.2754 -0.1809 0.884
O -0.1085 0.0642 2.0495 -0.0528 -0.1160 0.1026 -0.346
P 0.8899 0.1736 3.1564 -0.0139 0.1100 -0.0674 0.793
C 2.5221 -0.4916 2.7084 -0.0208 0.0118 -0.0029 -0.276
P 3.1252 0.0877 1.0911 -0.0825 -0.0501 0.0382 0.752
O 2.0788 -0.1152 0.0535 0.0914 0.0967 0.0161 -0.291
C 3.6771 1.7798 1.3361 0.0396 -0.0045 0.0503 -0.285
C 4.6745 2.0670 2.2713 0.0135 0.0087 -0.0192 -0.092
C 5.0790 3.3753 2.4631 0.0038 0.0080 -0.0035 -0.086
C 4.4935 4.3995 1.7218 -0.0070 -0.0012 0.0063 -0.073
C 3.5099 4.1172 0.7883 0.0008 -0.0113 -0.0128 -0.044
C 3.1047 2.8016 0.5941 -0.0053 0.0057 0.0087 -0.037
C 4.6535 -0.8245 0.7857 -0.0204 -0.0682 0.0224 -0.278
C 4.9404 -2.0496 1.3799 -0.0024 0.0008 0.0083 -0.089
C 6.0902 -2.7435 1.0327 0.0205 0.0194 -0.0200 -0.076
C 6.9549 -2.2203 0.0824 -0.0040 -0.0150 0.0124 -0.078
C 6.6730 -1.0006 -0.5185 -0.0134 0.0121 0.0032 -0.070
C 5.5296 -0.3028 -0.1648 0.0215 0.0026 -0.0348 -0.066
C 0.4351 -0.8028 4.5985 0.0259 0.0086 0.0219 -0.256
C 0.5235 -2.1933 4.5286 -0.0560 -0.0292 0.0056 -0.084
C 0.1926 -2.9665 5.6293 -0.0264 -0.0148 -0.0337 -0.080
C -0.2431 -2.3583 6.7989 -0.0001 0.0085 0.0024 -0.074
C -0.3608 -0.9779 6.8641 0.0055 0.0039 -0.0030 -0.072
C -0.0204 -0.1992 5.7673 -0.0218 0.0097 0.0111 -0.065
C 1.1325 1.8706 3.6712 0.0093 0.0180 -0.0298 -0.285
C 0.4692 2.8617 2.9533 -0.0302 0.0050 -0.0064 -0.035
C 0.6915 4.1964 3.2705 -0.0023 0.0078 0.0122 -0.045
C 1.5566 4.5332 4.2982 -0.0106 0.0030 -0.0133 -0.073
C 2.2150 3.5413 5.0194 0.0025 -0.0197 0.0087 -0.084
C 2.0088 2.2110 4.7032 0.0175 -0.0045 0.0116 -0.102
H 2.4056 -1.5753 2.6402 -0.0083 0.0005 -0.0340 0.057
H 3.2274 -0.2704 3.5131 0.0104 0.0028 -0.0112 0.082
H 5.1431 1.2690 2.8398 -0.0138 0.0125 -0.0152 0.109
H 5.8498 3.6018 3.1895 -0.0074 -0.0019 -0.0090 0.101
H 4.8100 5.4236 1.8791 -0.0057 -0.0162 -0.0010 0.104
H 3.0302 4.8991 0.2136 0.0064 -0.0012 0.0023 0.105
H 2.3328 2.5671 -0.1198 -0.0481 -0.0097 -0.0327 0.088
H 4.2653 -2.4836 2.1071 0.0217 0.0081 -0.0102 0.098
H 6.3034 -3.6975 1.4970 0.0024 -0.0001 -0.0026 0.104
H 7.8486 -2.7660 -0.1940 -0.0153 0.0074 0.0031 0.103
H 7.3423 -0.5929 -1.2651 -0.0047 -0.0063 0.0102 0.106
H 5.3123 0.6506 -0.6336 -0.0014 -0.0185 0.0097 0.118
H 0.8099 -2.6837 3.6037 0.0025 0.0234 0.0356 0.113
H 0.2512 -4.0453 5.5628 0.0006 0.0133 0.0072 0.111
H -0.5062 -2.9645 7.6565 0.0011 0.0036 -0.0072 0.105
H -0.7203 -0.5040 7.7685 0.0051 -0.0077 -0.0119 0.105
H -0.1148 0.8781 5.8194 0.0066 -0.0136 0.0009 0.107
H -0.1815 2.5980 2.1282 0.0216 0.0084 0.0424 0.098
H 0.1957 4.9651 2.6920 0.0067 -0.0076 0.0059 0.118
H 1.7306 5.5753 4.5371 -0.0015 -0.0108 -0.0014 0.105
H 2.8949 3.8084 5.8187 -0.0038 -0.0020 -0.0076 0.102
H 2.5284 1.4384 5.2618 -0.0081 0.0149 -0.0096 0.110
O 0.9103 4.3586 -3.9319 0.0533 0.1952 -0.1731 0.140
C 0.6380 3.4934 -3.1500 -0.0098 -0.1478 0.1390 -0.241
C 0.5373 3.6441 -1.6330 -0.0251 -0.0209 0.0437 -0.290
O 0.7779 4.6513 -0.9915 0.0354 0.0510 0.0411 0.076
C 0.1820 2.3237 -1.1628 0.0806 0.0107 0.0047 -0.319
C 0.1144 1.3933 -2.1822 -0.0276 -0.0998 0.0905 -0.265
O -0.1239 0.1563 -1.8882 0.0101 0.0875 -0.0747 -0.080
C 0.3990 2.0138 -3.4832 -0.0504 0.0354 0.1143 -0.260
O 0.4834 1.5108 -4.5738 0.0250 -0.0827 -0.1848 0.126
O 0.0285 1.9047 0.0734 0.1122 0.0915 -0.0993 -0.233
C -2.4721 -4.0364 3.0716 -0.0313 -0.0431 0.0139 -0.066
C -2.6759 -3.5021 1.6499 0.0288 0.0041 -0.0398 -0.351
C -3.0241 -2.0236 1.7370 0.0202 0.0285 -0.0398 -0.072
C -1.5270 -3.9166 0.7244 -0.0154 0.0485 0.0002 -0.126
C -1.3968 -5.2925 0.5375 -0.0534 0.0247 0.0137 -0.075
C -0.4661 -5.8479 -0.3176 0.0168 -0.0081 -0.0140 -0.101
C 0.3722 -4.9949 -1.0157 0.0289 -0.0351 0.0215 -0.059
C 0.2944 -3.6178 -0.8759 -0.0782 0.1067 0.0770 -0.124
C 1.2486 -2.7598 -1.6788 0.0423 -0.1397 -0.0371 -0.377
C 2.6966 -3.0780 -1.3026 -0.0015 0.0000 -0.0033 -0.064
C 1.0271 -2.9049 -3.1840 -0.0259 0.0082 -0.0330 -0.051
C -0.6727 -3.0507 -0.0044 -0.0247 0.0088 -0.0983 -0.233
O -0.8316 -1.7315 0.0980 0.1568 -0.1262 0.0514 -0.209
H -3.3883 -3.9089 3.6564 0.0319 0.0020 -0.0163 0.080
H -1.6861 -3.4698 3.5703 0.0720 0.0212 0.0277 0.053
H -2.1979 -5.0918 3.0904 -0.0072 -0.0040 0.0078 0.065
H -3.5591 -4.0133 1.2473 -0.0118 -0.0079 -0.0392 0.132
H -2.2435 -1.4592 2.2480 0.0276 0.0249 0.0058 0.069
H -3.9501 -1.9131 2.3039 -0.0686 0.0107 0.0565 0.073
H -3.1614 -1.5665 0.7633 -0.0421 0.0097 -0.0283 0.038
H -2.0853 -5.9455 1.0657 0.0134 0.0042 -0.0076 0.105
H -0.4083 -6.9213 -0.4532 0.0030 0.0189 0.0053 0.090
H 1.1040 -5.4083 -1.7026 -0.0163 0.0126 0.0188 0.104
H 1.0663 -1.7248 -1.4400 -0.0038 0.1995 0.0878 0.073
H 2.9610 -4.1029 -1.5798 0.0250 0.0313 -0.0087 0.072
H 2.8398 -2.9794 -0.2246 0.0116 -0.0043 -0.0074 0.062
H 3.3918 -2.3965 -1.8009 -0.0267 -0.0063 0.0022 0.081
H 1.2486 -3.9197 -3.5289 -0.0110 0.0022 0.0231 0.070
H 1.6727 -2.2116 -3.7283 -0.0158 -0.0123 0.0047 0.081
H -0.0054 -2.6700 -3.4453 0.0134 0.0118 0.0057 0.087
C -3.9862 -3.1884 -2.0108 -0.0023 -0.0255 -0.0169 -0.030
C -4.8988 -2.0920 -1.5022 -0.0974 0.0680 -0.1049 -0.476
C -6.1780 -1.9683 -2.3108 -0.0260 0.0030 0.0007 -0.061
O -4.1381 -0.8777 -1.5868 0.1558 -0.0819 0.2043 -0.321
P -4.4789 0.5185 -0.8693 -0.0840 -0.0328 -0.1433 -0.163
S -5.4866 1.7141 -2.0309 -0.0255 0.0292 0.0181 0.180
S -2.7550 1.2556 -0.1517 -0.0168 0.0492 0.2260 0.420
O -5.4153 -0.0201 0.3509 0.0843 0.0601 0.1018 -0.344
C -5.5293 0.6408 1.6245 -0.0211 -0.0142 -0.1124 -0.502
C -5.9819 2.0863 1.4990 0.0108 -0.0227 -0.0376 -0.086
C -6.5274 -0.1758 2.4233 0.0115 -0.0333 0.0169 -0.057
H -4.4719 -4.1629 -1.9148 0.0011 0.0228 0.0003 0.084
H -3.0551 -3.2038 -1.4462 0.0258 -0.0181 0.0103 0.068
H -3.7464 -3.0188 -3.0626 -0.0031 0.0088 0.0146 0.089
H -5.1490 -2.2712 -0.4541 0.0293 0.0098 0.0574 0.122
H -5.9393 -1.7526 -3.3544 -0.0062 0.0008 0.0267 0.087
H -6.7944 -1.1543 -1.9296 -0.0056 -0.0079 -0.0191 0.057
H -6.7465 -2.9010 -2.2613 0.0222 0.0042 0.0063 0.077
H -4.5435 0.6115 2.0995 0.0221 -0.0221 -0.0140 0.109
H -6.9269 2.1411 0.9561 0.0086 -0.0018 -0.0011 0.079
H -5.2474 2.6830 0.9618 0.0095 0.0185 -0.0160 0.044
H -6.1173 2.5093 2.4988 0.0148 -0.0274 -0.0215 0.078
H -7.5152 -0.1127 1.9616 0.0191 -0.0001 -0.0002 0.083
H -6.5950 0.2063 3.4446 0.0017 -0.0035 -0.0242 0.078
H -6.2337 -1.2246 2.4614 0.0322 -0.0241 -0.0022 0.065



[2]
116
Properties=species:S:1:pos:R:3:forces:R:3:lowdin_charge:R:1 method="wB97M-V/def2-TZVPD" lumo_ha=0.01428 smiles="COP(=O)(OC)OC.c1ccncc1.c1ccncc1.c1ccncc1.c1ccncc1.c1ccncc1.c1ccncc1.c1ccncc1.c1ccncc1.c1ccncc1" total_energy_ha=-2996.54234 orbital_gap_ev=9.357
N 8.2870 8.3376 11.9010 -0.5577 0.1798 -1.2373 0.073
C 7.1519 8.8949 11.4873 -2.3725 -1.8007 1.4222 -0.178
C 6.9586 10.0176 10.7140 1.0412 -0.3300 0.6290 -0.068
C 8.1122 10.6473 10.3391 0.4503 0.3313 -0.0605 -0.081
C 9.3217 10.0329 10.5962 0.2564 0.7446 -1.4366 -0.088
C 9.3397 8.8638 11.2947 1.7550 -0.6978 1.1864 -0.184
H 6.2608 8.3248 11.8424 0.4994 0.7127 -0.1661 0.111
H 5.9956 10.4080 10.5341 -0.9072 0.2477 -0.2334 0.092
H 8.1196 11.6118 9.8896 -0.1241 0.5607 -0.5759 0.100
H 10.2068 10.4690 10.1289 0.0025 -0.2348 0.4848 0.097
H 10.2809 8.3474 11.4957 -0.0443 0.2724 -0.1367 0.084
N 15.5800 11.4548 13.3960 0.1639 0.4185 1.6026 0.065
C 15.7014 10.3808 12.6545 0.1055 -2.2358 0.0271 -0.168
C 15.7976 9.0678 13.1920 -0.1869 0.4810 -0.8410 -0.072
C 15.7723 8.8772 14.5435 -0.1108 0.8571 -0.5085 -0.089
C 15.6099 9.9988 15.3441 0.3120 0.6139 -1.0677 -0.077
C 15.5515 11.2677 14.7656 0.1927 -0.0291 -0.7894 -0.113
H 15.7690 10.3805 11.5577 -0.2072 0.8795 0.3830 0.099
H 15.8385 8.2048 12.5344 0.1794 0.1989 -0.1453 0.094
H 15.8841 7.8942 14.9296 -0.0998 -0.6138 0.5344 0.106
H 15.5521 9.8237 16.3756 -0.0603 0.3277 1.4272 0.089
H 15.5421 12.1858 15.3996 -0.2555 -0.8839 -0.7538 0.090
N 13.0705 12.1932 16.6772 0.4519 0.0394 0.1035 0.082
C 13.7427 13.1259 17.3345 -1.6104 0.9742 -0.1312 -0.157
C 13.1755 14.2800 17.8793 0.5734 -0.7777 -0.3503 -0.074
C 11.8325 14.4795 17.7966 -1.8327 -0.8127 -0.5628 -0.066
C 11.0848 13.4841 17.1271 0.3846 0.5858 0.7370 -0.045
C 11.7681 12.3989 16.5806 -1.5608 -0.2420 0.2978 -0.154
H 14.7715 13.0406 17.4449 1.8638 -0.5627 0.0479 0.079
H 13.8428 14.9422 18.3551 0.4945 0.8483 0.5766 0.092
H 11.2711 15.2979 18.2502 0.5227 -0.0248 -0.0843 0.112
H 9.9913 13.5364 17.1822 0.4660 -0.1803 -0.4689 0.102
H 11.1690 11.5928 16.1570 0.2080 0.1688 -0.2312 0.081
N 12.7280 7.8153 11.0541 1.0228 1.3628 -1.1415 0.075
C 13.0836 6.5501 11.1190 -0.3003 -0.9219 1.1312 -0.176
C 14.1847 5.9824 10.5209 1.1366 1.3170 -1.2985 -0.067
C 15.0018 6.7654 9.6920 -1.4243 0.3596 -0.7650 -0.060
C 14.6201 8.1113 9.5468 0.3833 -0.3133 0.2255 -0.079
C 13.5230 8.6013 10.2623 -0.2356 -0.8783 0.3291 -0.131
H 12.4752 5.8772 11.7395 -0.0251 0.4546 -0.2157 0.109
H 14.3865 4.9625 10.6253 0.1374 -1.4283 0.2439 0.085
H 15.7004 6.3624 8.9347 -0.0386 0.0350 1.1197 0.117
H 15.2237 8.7246 8.8666 -0.5278 0.0625 0.3542 0.107
H 13.2363 9.6413 10.1617 -0.1020 -0.1267 0.2314 0.070
N 7.9426 11.6170 18.0768 -0.1549 0.4266 -0.5836 0.053
C 7.4756 11.3259 16.8693 0.2280 -1.6402 -1.9720 -0.148
C 8.0325 10.2886 16.0379 0.9427 -0.0364 -0.0264 -0.065
C 9.1473 9.5808 16.5080 -1.1535 0.3534 0.5662 -0.084
C 9.5619 9.9301 17.7956 1.8719 -2.0305 -0.9946 -0.115
C 9.0311 10.9285 18.5077 -2.3292 1.1460 -0.4839 -0.168
H 6.6113 11.7946 16.3183 0.7661 0.2061 1.5855 0.115
H 7.6826 10.0919 15.0086 -0.1020 0.3372 0.7654 0.097
H 9.6742 8.7316 16.0347 -0.6203 0.7025 -0.1172 0.109
H 10.3859 9.3437 18.1844 0.0928 0.1931 0.2915 0.093
H 9.3807 11.1972 19.4636 0.4417 0.2479 1.0285 0.094
N 12.5258 6.8632 17.3855 -0.7171 1.6559 -2.3285 0.083
C 12.2597 5.9924 16.3502 1.2887 2.1449 2.3733 -0.147
C 12.3282 6.3427 15.0582 -0.0950 1.4330 -1.8886 -0.060
C 12.4996 7.7094 14.7330 -0.5033 -1.4609 -2.4393 -0.092
C 12.6574 8.6377 15.6707 0.1093 1.1270 1.8914 -0.115
C 12.6647 8.1613 16.9759 0.0948 -2.1431 0.8495 -0.145
H 12.0906 5.0553 16.7300 -0.4269 -2.4654 0.2561 0.075
H 12.2362 5.6505 14.2398 -0.2315 -0.3429 0.0391 0.090
H 12.4399 8.0686 13.7039 0.1762 -0.5699 -0.0371 0.085
H 12.8031 9.7026 15.4615 -0.1466 -0.3865 0.1349 0.094
H 12.8057 8.8202 17.7742 0.3181 1.1226 1.1431 0.081
N 10.2539 12.7045 7.5179 -0.0041 -0.6466 0.3858 0.071
C 10.5416 11.4300 7.1989 -2.4738 -0.0550 -1.8386 -0.195
C 11.6321 10.7348 7.6116 1.3029 -0.1973 0.6032 -0.078
C 12.5547 11.4465 8.4422 -0.6317 -1.5158 -1.4298 -0.083
C 12.2705 12.7278 8.7832 0.9670 1.1069 1.0778 -0.100
C 11.1064 13.2813 8.3553 -1.6600 1.0665 -0.7366 -0.172
H 9.7798 10.9238 6.4948 1.2823 0.8435 1.1647 0.129
H 11.7330 9.6983 7.2200 0.3335 0.8758 0.7196 0.116
H 13.4684 10.9876 8.7206 0.7347 -0.3140 0.2474 0.072
H 12.8647 13.4493 9.3703 0.1457 -1.0066 -0.1368 0.112
H 10.8633 14.2794 8.7081 -0.0296 -0.0173 -0.2230 0.086
N 13.5342 16.7999 14.7916 0.4892 0.7209 -0.0085 0.069
C 14.8416 17.0861 14.7924 0.2830 -0.5669 0.3476 -0.149
C 15.8395 16.1652 14.4239 -1.6906 -1.1264 -0.3625 -0.055
C 15.3991 14.8756 14.0392 -0.1802 0.5583 0.6300 -0.051
C 14.0190 14.5818 14.0938 3.2739 -0.4460 -0.8883 -0.085
C 13.1866 15.5837 14.4124 -2.6482 -0.2530 0.2894 -0.198
H 15.1181 18.0557 15.2051 -0.0623 -0.0273 -0.3013 0.099
H 16.8822 16.3952 14.4378 0.4188 0.2901 0.0368 0.085
H 16.0968 14.0845 13.7659 -0.0711 0.2396 -0.0348 0.086
H 13.6915 13.6065 13.8048 -0.3416 -0.3975 -0.0076 0.074
H 12.1208 15.2689 14.3721 0.4295 0.9526 0.2532 0.119
N 9.3909 11.7760 13.3064 2.6027 -0.1451 0.5142 0.087
C 9.6667 12.9129 12.6372 -1.7800 -0.5368 0.4377 -0.166
C 10.8716 13.2029 12.0493 1.3485 -0.8171 -0.2553 -0.058
C 11.8675 12.1970 12.1484 -0.7832 0.6562 0.6942 -0.073
C 11.7145 11.0257 12.9316 -0.5494 2.3359 -1.4267 -0.058
C 10.4712 10.9337 13.5214 -2.0506 0.0291 -0.3289 -0.165
H 8.7892 13.5786 12.5534 0.6120 -0.1859 -0.0829 0.113
H 11.0498 14.1356 11.4814 -0.0881 -0.6808 0.4258 0.088
H 12.7844 12.4285 11.6680 0.8810 -0.1656 -0.4231 0.079
H 12.5066 10.2937 12.9070 -0.0788 -0.2282 0.5121 0.082
H 10.2071 10.0787 14.1248 0.0625 -0.2046 0.0993 0.074
C 11.1315 18.3679 12.8229 0.9431 1.8768 -2.5906 -0.071
O 11.3062 17.2197 11.9737 0.2532 -0.0088 1.1303 -0.209
P 12.0168 17.1612 10.5903 1.3412 0.7423 1.7155 0.261
O 11.8886 15.8169 10.0936 0.1508 -1.7185 -1.2244 -0.211
O 11.5436 18.3151 9.7042 -1.8021 1.0809 -2.0864 -0.212
C 10.6374 18.2679 8.5488 0.9582 0.0511 1.1009 -0.018
O 13.4531 17.7842 10.8488 0.2198 -0.1575 1.4546 -0.224
C 14.3907 17.9175 9.7849 -0.0539 -1.1420 0.7489 -0.075
H 10.3050 18.8962 12.3199 0.3605 0.3985 0.6021 0.091
H 12.0617 19.0315 12.9040 -1.2176 -1.0963 -0.3403 0.117
H 10.8475 18.0889 13.7818 -0.4093 -0.9430 1.5700 0.054
H 11.0060 17.5882 7.7763 0.2165 0.3396 0.0987 0.094
H 10.6720 19.3222 8.3149 -0.5349 -0.0557 -0.8582 0.089
H 9.6635 17.9234 8.8495 -0.4465 0.0847 0.1834 0.084
H 15.3894 18.0243 10.2169 -0.2161 -0.2566 -0.0013 0.095
H 14.1977 18.7835 9.1948 -0.4153 0.5648 -0.6016 0.076
H 14.2634 16.9762 9.2591 0.7395 0.1385 -0.8022 0.086